No. 1
Molecular formula: C5H5ClO
Method: DFT, ωB97M-V with the def2-TZVPD basis set

```
12
C5H5ClO (ωB97M-V with the def2-TZVPD basis set)
C -0.70 -1.09 0.13
C -0.41 0.21 0.06
C -2.85 -0.21 -0.03
C -2.09 -1.32 0.15
C 0.66 1.22 0.04
O -1.80 0.77 -0.14
Cl -4.40 0.38 -0.07
H -0.14 -2.03 0.58
H -2.37 -2.37 0.11
H 0.43 2.02 0.84
H 0.71 1.58 -0.98
H 1.56 0.74 0.29
```

As for the spin multiplicity: 1. For the frontier orbital gap, the calculation gives 9.43 eV. The net charge is 0. For the HOMO energy, the calculation gives -0.312 Ha. The calculation puts the energy relative to the best compared isomer or geometry (same formula, charge and spin) at 128.37 kJ/mol. The SMILES is Cc1ccc(Cl)o1. The value obtained for the lowest unoccupied orbital energy is 0.9 eV.

=====

No. 2
Molecular formula: C28H23BrN4O2Re
Method: DFT, ωB97M-V with the def2-TZVPD basis set

```
59
C28H23BrN4O2Re (ωB97M-V with the def2-TZVPD basis set)
Re -1.00 -0.39 -0.32
O -1.09 1.82 2.99
C -0.17 1.23 3.81
C -0.04 1.75 5.09
C 0.86 1.20 5.97
C 1.64 0.10 5.61
C 1.52 -0.41 4.33
C 0.63 0.16 3.42
C 0.64 -0.35 2.02
O -0.68 -0.63 1.49
N 1.23 0.65 1.11
N 0.92 0.40 -0.20
C 1.67 0.73 -1.20
C 1.25 0.56 -2.56
Br -0.56 -0.09 -2.79
C 1.92 0.85 -3.69
C 3.31 1.26 -3.79
C 3.65 2.16 -4.82
C 4.95 2.60 -4.94
C 5.93 2.13 -4.07
C 5.62 1.20 -3.09
C 4.31 0.77 -2.94
H -1.36 1.20 2.31
H -0.67 2.59 5.38
H 0.95 1.61 6.97
H 2.33 -0.34 6.31
H 2.12 -1.26 4.03
H 1.19 -1.30 1.97
H 2.19 0.92 1.31
H 2.64 1.19 -1.03
H 1.37 0.80 -4.62
H 2.89 2.51 -5.50
H 5.21 3.31 -5.72
H 6.96 2.47 -4.18
H 6.39 0.80 -2.45
H 4.08 -0.01 -2.22
C -2.48 -5.76 -0.18
C -1.33 -4.99 -0.26
C -1.43 -3.61 -0.28
C -2.68 -3.01 -0.23
C -3.84 -3.77 -0.15
C -3.73 -5.15 -0.13
N -2.73 -1.58 -0.24
N -3.87 -1.04 -0.21
C -3.77 0.35 -0.20
C -4.91 1.13 -0.14
C -4.76 2.51 -0.09
C -3.49 3.10 -0.10
C -2.35 2.32 -0.17
C -2.48 0.93 -0.23
H -2.41 -6.84 -0.16
H -0.36 -5.47 -0.30
H -0.51 -3.03 -0.34
H -4.81 -3.29 -0.10
H -4.63 -5.75 -0.07
H -5.88 0.66 -0.12
H -5.63 3.14 -0.03
H -3.40 4.17 -0.05
H -1.37 2.79 -0.17
```

As for the spin multiplicity: 2. For the frontier orbital gap (alpha / beta), the calculation gives 5.16 / 5.09 eV. The net charge is +2. For the HOMO energy (alpha / beta), the calculation gives -0.495 / -0.495 Ha. The value obtained for the lowest unoccupied orbital energy (alpha / beta) is -8.3 / -8.4 eV.